(1)
51
Properties=species:S:1:pos:R:3:forces:R:3 method="wB97M-V/def2-TZVPD" total_charge=0 energy_ev=-32291.37080 e_above_lowest_kcal_mol=375.41 lumo_ev=0.4
C 6.66322 -1.86295 3.04453 4.7 2.9 -5.1
C 6.54681 -0.77827 1.83299 2.0 -2.7 0.2
C 6.17979 -1.48330 0.40978 7.4 0.2 4.2
C 4.87262 -2.00610 0.47893 0.1 -2.2 2.7
C 4.63439 -2.43059 -0.83635 -4.3 -14.6 12.7
O 3.31806 -3.21445 -0.85979 0.4 -0.1 0.7
C 2.23965 -2.48863 -0.86366 1.9 6.4 -4.2
C 1.00341 -2.94726 -1.07976 -0.4 -7.6 1.8
C -0.14328 -2.26343 -1.17299 -5.7 -0.8 0.9
C -0.21398 -0.87809 -1.25685 1.8 -2.0 -1.7
C 1.04980 -0.41617 -1.50163 2.6 4.4 1.1
C 2.33123 -1.00578 -1.35616 -1.4 -1.2 2.7
H 3.21073 -0.27918 -1.15752 -1.5 -1.6 -0.7
H 1.05569 0.72890 -1.49166 0.6 -1.3 -0.6
C -1.42976 -0.10312 -1.43894 -4.7 -11.2 8.4
O -2.47685 -0.73389 -0.75823 3.1 3.1 -3.2
N -1.50160 0.97488 -1.96018 1.2 7.5 -6.9
H -0.60522 1.21291 -2.42976 -1.0 0.3 0.3
C -2.77722 1.74916 -2.46954 1.2 -4.6 4.2
H -3.54560 0.89315 -2.44833 0.9 1.4 -1.2
H -2.48403 2.36446 -3.28859 -0.4 0.2 -0.4
C -2.95729 2.42699 -1.16492 -2.6 6.1 -1.5
O -3.00510 3.74984 -1.32508 0.5 -5.1 1.5
N -3.27573 1.78155 0.01370 1.4 1.0 -6.1
C -3.61329 2.74227 0.90395 -3.1 -1.8 9.7
C -5.21423 2.47289 1.48889 1.7 2.6 2.1
O -5.59165 2.84042 2.72811 1.3 -2.9 -8.3
O -5.85645 1.86035 0.34390 1.8 1.9 5.6
C -7.16413 1.60201 0.75406 -1.9 6.4 -0.2
C -8.02584 2.95133 0.41473 7.3 -2.7 -4.3
H -7.73486 3.74683 0.93507 1.2 3.0 2.8
H -8.96796 2.87955 0.36411 -7.3 -1.1 0.3
H -7.77980 3.29524 -0.68233 -0.1 -0.9 1.7
H -7.41033 0.96789 0.07242 -2.5 -4.7 -3.4
H -7.35868 1.40604 1.75503 0.4 -0.9 1.7
H -3.16028 2.18853 1.87570 -0.6 2.4 -1.1
H -3.45965 3.85001 0.93591 0.4 -1.5 -1.0
H -3.40083 0.73242 0.04670 0.5 1.2 0.0
H -1.17632 -2.83775 -1.07240 2.4 1.2 -0.4
H 0.98080 -4.27665 -0.92567 -0.2 4.2 -0.6
H 5.11731 -3.54714 -0.97701 0.4 2.9 0.5
H 4.73957 -2.17101 -1.63574 2.1 7.4 -15.5
H 4.86987 -2.89615 1.25827 -0.4 1.7 -1.8
H 4.27032 -1.23781 0.84338 -1.6 1.2 0.5
H 7.14430 -2.35641 0.22920 -3.1 2.5 0.3
H 6.33251 -0.69670 -0.25818 0.1 1.0 -1.7
H 5.88393 -0.01276 2.15121 -1.2 0.6 -0.1
H 7.55571 -0.27389 1.86700 -0.9 -0.6 -0.7
H 7.06683 -1.25313 3.76519 0.5 0.7 2.5
H 5.84927 -2.36378 3.17315 -5.2 -2.6 1.5
H 7.41413 -2.60324 2.72537 0.0 0.3 0.2

(2)
47
Properties=species:S:1:pos:R:3:forces:R:3 method="wB97M-V/def2-TZVPD" total_charge=+1 energy_ev=-23551.79072 e_above_lowest_kcal_mol=10.88 lumo_ev=-4.5
C -1.37758 2.31047 -3.03329 -0.2 -0.1 0.0
C -0.94826 1.98605 -1.59277 -1.5 1.4 0.2
N -0.04324 0.92453 -1.47488 1.8 -1.4 0.0
C 0.85943 0.89069 -2.38224 -0.1 0.6 -1.4
C 2.00003 -0.08502 -2.42069 0.3 -0.3 -0.1
C 2.87093 0.30798 -3.63764 0.1 0.1 0.2
C 2.01234 1.29708 -4.44933 -0.7 0.2 0.3
N 0.93923 1.70749 -3.52034 0.2 -0.9 1.1
C -0.15105 2.62055 -3.88520 0.5 -0.1 0.1
H -1.91209 1.45039 -3.45359 0.1 0.0 0.1
H -2.08990 3.14685 -3.05213 0.3 -0.1 0.0
H -0.48088 2.87317 -1.14379 -0.2 0.2 -0.1
H -1.82262 1.76118 -0.96614 0.0 0.2 -0.3
H 2.56046 -0.04191 -1.48070 -0.1 0.0 -0.1
H 1.60220 -1.10206 -2.50983 0.0 0.1 0.0
H 3.78807 0.80500 -3.29546 -0.3 -0.1 -0.1
H 3.18215 -0.56012 -4.23293 -0.2 0.3 0.2
H 2.57562 2.17098 -4.79133 0.0 -0.1 0.1
H 1.55766 0.82680 -5.32859 0.1 0.0 0.0
H -0.35845 2.52259 -4.95602 0.0 -0.1 0.1
H 0.19293 3.64669 -3.71931 -0.1 0.0 0.0
C 0.61189 0.43481 4.74172 0.3 -0.1 0.0
C 1.36506 1.42191 3.82914 -0.3 0.1 0.0
C 1.29922 0.80270 2.42441 0.3 0.2 -0.4
N 0.12826 -0.11594 2.41106 0.5 -2.6 -1.7
C -0.03446 -1.05871 1.42483 0.9 2.4 2.8
C -1.08643 -2.00495 1.39639 -1.3 -0.9 0.2
C -2.36276 -1.70758 1.93149 0.7 0.1 -0.2
C -3.36449 -2.64557 1.94065 -0.2 0.0 0.0
C -3.13560 -3.91608 1.43726 0.2 0.0 0.0
C -1.90288 -4.23363 0.88539 -0.1 -0.2 0.1
C -0.90078 -3.29426 0.83857 0.3 0.9 0.1
C -0.30470 -0.38006 3.81402 -1.0 0.1 0.3
H 1.31825 -0.22873 5.25330 -0.1 0.1 -0.2
H 0.04897 0.94245 5.53325 0.0 -0.1 -0.3
H 0.88279 2.40628 3.83890 0.0 -0.2 -0.1
H 2.39786 1.58341 4.16167 -0.3 -0.1 -0.2
H 1.18633 1.55408 1.63776 -0.1 -0.2 0.1
H 2.20038 0.22499 2.19572 -0.1 0.0 0.1
H 0.77501 -1.16082 0.72360 0.1 0.5 -0.5
H -2.55895 -0.70840 2.27505 -0.1 0.2 0.1
H -4.33757 -2.39028 2.32876 -0.1 0.1 0.1
H -3.91891 -4.65477 1.46848 -0.1 -0.1 0.0
H -1.73013 -5.22565 0.50318 0.1 -0.1 -0.1
H 0.05006 -3.53956 0.39988 0.2 -0.1 -0.1
H -0.22484 -1.45447 4.00315 -0.1 0.1 -0.1
H -1.35850 -0.11053 3.92858 0.3 0.1 0.1

(3)
51
Properties=species:S:1:pos:R:3:forces:R:3 method="wB97M-V/def2-TZVPD" total_charge=0 smiles="COCCn1c(SCC(=O)Nc2cc(C)cc(C)c2)nnc1C(C)C" energy_ev=-39961.95028 e_above_lowest_kcal_mol=443.01 lumo_ev=0.2
C 1.31564 0.93559 -2.23401 -5.1 -0.6 -3.9
H 1.17540 1.51166 -3.27398 0.5 -1.6 1.8
O 0.44714 1.70752 -1.35386 8.8 -2.8 1.4
C -0.75759 1.87122 -1.66834 -5.7 -0.4 -2.2
C -1.28141 2.87461 -0.70948 -5.5 -4.2 4.9
N -1.05215 2.14346 0.76292 -1.9 3.0 -3.5
C 0.18532 2.22607 1.56951 -3.7 9.5 -13.5
N -0.02496 1.44263 2.33791 2.3 -10.9 14.7
N -1.18135 0.76748 2.34861 0.6 -1.8 3.4
C -1.87367 1.25903 1.43394 -1.7 -0.9 -4.0
C -3.37198 0.53734 1.18350 4.1 3.7 0.7
C -3.46332 -0.11989 -0.27198 -3.6 5.8 1.9
H -3.34184 0.85507 -1.06668 -1.0 -3.1 2.1
H -4.47919 -0.58000 -0.10787 1.0 0.1 -1.6
H -2.66369 -0.70968 -0.40287 2.5 -2.6 -0.6
C -4.18877 1.80729 1.45466 -0.5 -0.5 -5.5
H -5.19100 1.59349 1.37288 -2.9 -1.0 -0.8
H -4.08935 2.60042 0.63771 0.3 -1.1 0.7
H -4.30262 2.36513 2.27357 1.4 1.5 4.2
H -3.44223 -0.08107 2.10357 0.1 -0.3 -1.1
S 1.32510 3.31291 0.90779 2.5 -1.0 2.4
C 2.74356 2.21401 1.83861 1.6 4.6 -8.2
C 2.87803 1.04821 0.93792 2.4 -0.1 -1.2
O 3.76995 1.01074 0.11960 0.9 0.6 -0.8
N 2.01768 0.04542 1.04594 -1.2 12.9 12.3
C 1.82667 -1.02590 0.59142 3.4 -12.6 -10.1
C 2.87878 -1.44319 -0.37643 -17.8 -6.8 1.5
C 2.25885 -2.80657 -1.11995 12.9 8.2 1.1
C 1.30046 -3.41540 -0.71636 -11.3 -5.4 0.9
C 0.36295 -2.83597 0.25653 -3.3 -9.2 -5.8
C 0.61077 -1.78103 0.81382 4.9 7.4 2.3
H 0.07021 -1.29790 1.49979 -2.9 1.5 2.6
C -0.98726 -3.58712 0.50400 1.2 0.7 -3.4
H -0.63494 -4.46625 0.91284 0.0 -2.2 1.2
H -1.47787 -2.97194 1.16714 -1.6 0.9 1.7
H -1.67630 -3.87057 -0.40082 1.6 0.9 1.4
H 0.87892 -4.19604 -1.50641 0.8 0.8 2.3
C 3.35954 -3.36230 -1.87238 -4.1 4.5 -9.1
H 4.01157 -4.03092 -1.65506 4.0 -4.1 2.9
H 2.78381 -4.00632 -2.84693 1.7 1.8 2.1
H 3.93933 -2.41985 -2.40675 -1.2 -2.6 1.1
H 3.75886 -1.27722 -0.41840 10.8 2.8 -0.8
H 1.61043 0.25721 2.04249 -0.5 -0.8 -2.3
H 2.61067 2.24412 2.79068 -1.3 -0.4 5.9
H 3.57550 2.97624 1.54099 -1.0 -1.9 0.8
H -2.49782 2.97034 -0.73576 3.1 0.0 -0.2
H -0.85282 3.79631 -0.53382 1.2 1.9 -0.6
H -0.85746 2.46303 -2.56074 -0.3 -0.2 -1.8
H -1.32680 0.79708 -1.78017 0.6 2.7 0.3
H 1.00929 -0.25209 -2.39561 0.2 3.1 0.6
H 2.31193 0.90362 -2.03366 2.6 0.5 1.6

(4)
56
Properties=species:S:1:pos:R:3:forces:R:3 method="wB97M-V/def2-TZVPD" total_charge=+3 s2=6.042 energy_ev=-58951.21570 e_above_lowest_kcal_mol=23.57 lumo_ev="-10.8 / -13.2" spin_multiplicity=5
Ru 1.53871 -2.13761 0.90967 2.2 0.7 0.7
N 2.33765 -1.87927 2.89837 -0.4 -0.2 -0.6
N 3.72200 -2.03596 3.05914 0.4 -0.1 0.1
C 4.49011 -2.42676 2.03333 -0.3 0.1 -0.1
N 5.76915 -2.63195 2.21330 0.0 0.0 0.0
S 3.80912 -2.66226 0.45684 -0.9 0.1 -0.1
H 2.05201 -0.99047 3.31050 0.0 0.1 -0.1
H 1.83579 -2.61819 3.39938 0.1 0.0 0.2
H 4.08951 -1.99177 4.00153 -0.1 0.1 0.1
H 6.23259 -2.51993 3.10627 0.0 0.0 0.0
H 6.34887 -2.90716 1.43108 0.0 0.0 0.0
C -5.53912 -5.72733 -1.80291 -0.1 0.1 0.1
C -4.39673 -5.00186 -1.25960 -0.3 -0.1 -0.2
C -4.49603 -3.61291 -0.93245 0.2 0.3 0.2
C -3.39917 -2.92967 -0.48736 -0.3 0.2 0.0
C -2.17410 -3.61588 -0.34761 0.0 -0.2 0.1
C -2.03691 -4.98257 -0.62403 0.1 -0.2 0.0
C -3.13505 -5.67151 -1.06686 0.4 -0.1 0.1
S -0.78493 -2.66065 0.21662 -0.2 1.3 -0.1
O -1.12882 -1.26741 0.22991 -0.6 -0.6 -0.2
O -0.27993 -3.10033 1.55638 -0.3 -0.1 -0.1
O 0.41815 -2.90531 -0.67429 0.0 -0.4 0.0
H -6.45395 -5.14151 -1.80600 0.0 0.0 0.0
H -5.68969 -6.68215 -1.27768 0.1 0.0 0.0
H -5.32427 -6.04731 -2.83923 0.1 0.0 0.0
H -5.44416 -3.10034 -1.03153 0.0 -0.1 -0.1
H -3.45351 -1.87725 -0.23846 0.0 0.0 0.0
H -1.08298 -5.47786 -0.49379 0.0 0.0 0.0
H -3.05887 -6.73212 -1.27440 -0.1 0.0 -0.1
C 1.50012 6.69835 0.37785 -0.3 -0.1 -0.4
C 0.29491 5.88483 0.84271 0.5 0.4 0.8
N 0.16986 4.57346 0.22453 0.6 -0.9 -0.3
C -1.03244 4.29544 -0.54771 -0.3 0.4 -0.3
C -1.13758 5.08724 -1.85134 0.1 -0.3 0.1
C 1.06866 3.62608 0.61023 -0.8 1.1 -0.1
O 1.86643 3.80113 1.51215 0.3 -0.4 0.2
C 1.12983 2.32498 -0.14433 0.1 -0.2 -0.2
C 1.08544 2.21985 -1.52984 0.0 -0.1 0.1
C 1.33437 0.99107 -2.12698 0.1 -0.1 0.0
C 1.61078 -0.09858 -1.32688 0.1 0.3 -0.2
N 1.66364 0.00721 0.01305 -0.3 -1.0 0.0
C 1.44009 1.19001 0.58536 0.0 0.1 0.3
H 1.52858 7.63010 0.93972 0.0 0.0 0.0
H 1.40435 6.94111 -0.68294 0.1 0.0 0.0
H 2.44058 6.17533 0.53679 0.0 -0.1 0.1
H -0.62063 6.44065 0.65523 -0.1 -0.1 0.0
H 0.40187 5.74316 1.92328 -0.2 0.0 -0.1
H -1.89644 4.55907 0.07163 0.1 -0.1 0.1
H -1.09556 3.22761 -0.75048 0.0 0.0 0.1
H -1.12865 6.16118 -1.67591 0.0 0.0 0.0
H -2.07744 4.83112 -2.34134 0.0 0.1 0.0
H -0.31966 4.84899 -2.53368 0.0 0.1 0.0
H 0.88788 3.08966 -2.14197 0.0 0.0 0.0
H 1.33497 0.88121 -3.20233 0.0 0.0 0.0
H 1.83321 -1.06242 -1.76370 -0.1 0.0 0.0
H 1.54738 1.26746 1.66080 -0.1 0.0 0.0